w.
A molecular structure, N2O4, computed with ωB97M-V/def2-TZVPD.

Frontier orbital gap in hartree: 0.29935
HOMO energy in Eh: -0.332

```
! RIJCOSX wB97M-V def2-TZVPD def2/J DEFGRID3
* xyz 0 1
N -0.018 -0.248 -1.090
N -0.113 0.144 1.092
O -0.174 -0.344 -2.235
O 0.951 0.025 -0.408
O 0.547 0.503 1.981
O -1.193 -0.080 0.660
*
```


x.
A molecular structure, N2O4, computed with ωB97M-V/def2-TZVPD.

Frontier orbital gap in hartree: 0.37362
HOMO energy in Eh: -0.417

```
! RIJCOSX wB97M-V def2-TZVPD def2/J DEFGRID3
* xyz 0 1
N -0.814 -0.420 -1.067
N 0.519 0.511 0.552
O -1.005 -1.526 -1.081
O 1.029 0.051 -0.457
O 1.052 1.113 1.416
O -0.781 0.271 0.636
*
```


Going by the computed energies, the most stable comes first: x, w.


w.
A single C2H4OS2 molecule, computed with ωB97M-V/def2-TZVPD.

Frontier orbital gap in hartree: 0.32306
HOMO energy in Eh: -0.296

```
! RIJCOSX wB97M-V def2-TZVPD def2/J DEFGRID3
* xyz 0 1
C 0.671 -0.274 -0.763
C -0.746 -0.145 0.356
O -0.127 -1.238 -0.219
S 2.147 0.511 -0.052
S -2.359 0.355 -0.205
H 0.393 -0.008 -1.789
H -0.547 0.094 1.500
H 2.701 -0.629 0.512
H -2.132 1.334 0.660
*
```


x.
A single C2H4OS2 molecule, computed with ωB97M-V/def2-TZVPD.

Frontier orbital gap in hartree: 0.31884
HOMO energy in Eh: -0.356

```
! RIJCOSX wB97M-V def2-TZVPD def2/J DEFGRID3
* xyz 0 1
C -0.696 1.480 -1.539
C 0.502 -1.341 1.161
O -1.347 2.141 -2.259
S -0.567 1.573 0.172
S 1.252 0.094 0.205
H -0.068 0.791 -2.030
H 1.237 -1.625 1.932
H 0.056 -2.133 0.515
H -0.367 -0.979 1.844
*
```


Going by the computed energies, the most stable comes first: x, w.


w.
A single C11H14N2O molecule, computed with ωB97M-V/def2-TZVPD.

Frontier orbital gap in hartree: 0.33941
HOMO energy in Eh: -0.309

```
! RIJCOSX wB97M-V def2-TZVPD def2/J DEFGRID3
* xyz 0 1
C 0.918 2.635 1.676
C 2.090 2.259 1.081
C -0.096 1.754 1.920
C 2.174 0.990 0.509
C -0.004 0.520 1.345
C 1.131 0.089 0.643
C -1.604 -0.748 -1.121
C -1.086 -0.483 1.420
C -2.093 -0.442 0.187
C 1.266 -1.289 0.043
C 1.768 -1.315 -1.141
N -2.058 -1.871 -1.581
N -0.852 0.135 -1.797
O -1.834 -2.198 -2.949
H 0.790 3.572 2.085
H 2.767 3.064 0.830
H -0.838 2.053 2.569
H 2.990 0.790 -0.243
H -0.774 -1.555 1.674
H -1.693 -0.289 2.281
H -2.458 0.515 0.199
H -2.957 -0.960 0.448
H 0.958 -2.130 0.591
H 1.824 -2.294 -1.676
H -1.468 -3.096 -3.062
H 1.887 -0.506 -1.878
H -0.421 0.976 -1.464
H -0.326 -0.175 -2.590
*
```


x.
2 unconnected molecules or ions with the total composition C11H14N2O, computed with ωB97M-V/def2-TZVPD.

Frontier orbital gap in hartree: 0.31435
HOMO energy in Eh: -0.287

```
! RIJCOSX wB97M-V def2-TZVPD def2/J DEFGRID3
* xyz 0 1
C 1.947 -2.127 0.045
C 2.980 -1.136 0.448
C 3.871 0.829 0.489
C 4.127 -1.275 1.183
N 2.850 0.160 0.067
N 4.708 -0.020 1.201
H 4.082 1.860 0.270
H 2.139 -3.022 0.643
H 2.016 -2.390 -1.016
H 5.397 0.323 1.864
H 4.667 -2.112 1.584
H 0.873 -1.956 0.125
C -4.739 1.298 0.406
C -0.862 0.214 -1.133
C -0.945 0.795 0.152
C -2.036 -0.072 -1.870
C -2.196 1.288 0.541
C -3.265 0.236 -1.306
C -3.349 0.932 -0.104
O 0.326 -0.118 -1.661
H 1.010 -0.097 -0.980
H -0.009 1.051 0.631
H -1.825 -0.493 -2.842
H -2.293 1.717 1.537
H -4.141 0.009 -1.894
H -4.728 2.257 0.916
H -5.139 0.569 1.115
H -5.464 1.278 -0.410
*
```


y.
2 unconnected molecules or ions with the total composition C11H14N2O, computed with ωB97M-V/def2-TZVPD.

Frontier orbital gap in hartree: 0.32185
HOMO energy in Eh: -0.296

```
! RIJCOSX wB97M-V def2-TZVPD def2/J DEFGRID3
* xyz 0 1
C -2.864 1.009 -2.600
C 0.364 -0.210 -1.091
C -0.852 -0.459 -1.778
C -1.533 0.781 -1.927
C -0.714 1.740 -1.409
C 1.246 -1.191 -0.656
C 0.896 -2.500 -0.918
C -0.286 -2.810 -1.601
C -1.129 -1.808 -2.026
N 0.406 1.154 -0.890
H 2.109 -0.904 -0.073
H 1.608 -3.309 -0.794
H 1.180 1.538 -0.383
H -0.526 -3.824 -1.857
H -0.793 2.812 -1.505
H -1.977 -2.088 -2.629
H -3.256 0.100 -3.048
H -2.709 1.752 -3.387
H -3.566 1.451 -1.895
C 2.163 0.093 2.878
C 1.050 0.933 3.420
O 1.152 1.437 4.520
N -0.107 1.052 2.697
H 3.121 0.435 3.276
H 2.400 0.048 1.811
H -0.974 1.072 3.122
H -0.151 0.801 1.720
H 2.101 -0.940 3.204
*
```


Going by the computed energies, the most stable comes first: y, x, w.


w.
A molecular structure, C4H9N3O2, computed with ωB97M-V/def2-TZVPD.

Frontier orbital gap (alpha / beta) in hartree: 0.31775 / 0.31777
HOMO energy (alpha / beta) in Eh: -0.293 / -0.293

```
! RIJCOSX wB97M-V def2-TZVPD def2/J DEFGRID3
* xyz 0 1
C 1.649 -0.870 0.264
C 2.707 0.067 -0.216
N -0.099 -0.667 -0.492
C -2.364 0.720 -0.055
C -0.235 0.478 0.119
N -0.904 -1.758 -0.272
O -2.857 1.977 0.071
N 0.219 1.582 0.476
O -3.096 -0.243 0.123
H -3.814 1.887 0.269
H -1.290 -2.045 -1.167
H -1.725 -1.550 0.329
H -0.478 2.327 0.366
H 1.730 -1.869 -0.159
H 1.540 -0.924 1.346
H 3.691 -0.407 -0.100
H 2.585 0.308 -1.274
H 2.739 0.985 0.372
*
```


x.
A single C4H9N3O2 molecule, computed with ωB97M-V/def2-TZVPD.

Frontier orbital gap in hartree: 0.30882
HOMO energy in Eh: -0.282

```
! RIJCOSX wB97M-V def2-TZVPD def2/J DEFGRID3
* xyz 0 1
C -1.811 1.539 -0.197
N 0.180 -1.718 0.245
C 0.685 0.969 0.141
C -0.752 0.507 -0.057
N 0.596 -1.883 1.557
N 1.310 1.287 -1.027
C -0.904 -0.814 0.024
O 1.195 -1.832 -0.694
O 1.145 1.240 1.240
H 0.880 -2.568 -1.249
H 0.776 -0.964 1.976
H 1.519 -2.318 1.578
H 1.023 0.859 -1.894
H 2.269 1.596 -0.944
H -1.855 -1.332 0.021
H -1.957 1.778 -1.255
H -2.766 1.194 0.213
H -1.534 2.462 0.322
*
```


y.
A single C4H9N3O2 molecule, computed with ωB97M-V/def2-TZVPD.

Frontier orbital gap in hartree: 0.33208
HOMO energy in Eh: -0.306

```
! RIJCOSX wB97M-V def2-TZVPD def2/J DEFGRID3
* xyz 0 1
C -0.806 1.810 -0.842
C -1.013 1.025 0.481
C -1.969 -0.112 0.350
C 0.766 -0.595 0.123
H -0.533 1.124 -1.655
H -1.714 2.368 -1.057
H 0.040 2.497 -0.701
H -1.313 1.615 1.374
H -2.145 -0.484 1.416
H -2.933 0.277 -0.047
H -2.106 -1.979 -0.458
H 0.161 -2.354 -0.642
H 2.138 1.236 0.038
N -1.446 -1.187 -0.531
N -0.187 -1.645 -0.005
N 1.984 -0.668 -0.303
O 0.292 0.447 0.850
O 2.717 0.482 0.016
*
```


Going by the computed energies, the most stable comes first: x, y, w.


w.
A molecular structure, C5H6N, computed with ωB97M-V/def2-TZVPD.

<S²>: 2.01
Frontier orbital gap (alpha / beta) in hartree: 0.25370 / 0.25238
HOMO energy (alpha / beta) in Eh: -0.448 / -0.563

```
! RIJCOSX wB97M-V def2-TZVPD def2/J DEFGRID3
* xyz 1 3
C -0.951 -0.847 -0.051
C -2.265 -0.723 -0.018
C -0.257 0.931 0.014
C -1.911 0.624 -0.058
C 1.602 -0.906 -0.018
N 0.301 -0.421 -0.013
H 0.123 1.736 -0.744
H -0.062 1.446 0.951
H -2.650 1.322 0.225
H 2.001 -1.038 -1.041
H 2.348 -0.290 0.320
H 1.721 -1.833 0.434
*
```


x.
A gas-phase ion, C5H6N (charge +1), computed with ωB97M-V/def2-TZVPD.

<S²>: 2.02
Frontier orbital gap (alpha / beta) in hartree: 0.28301 / 0.26977
HOMO energy (alpha / beta) in Eh: -0.499 / -0.595

```
! RIJCOSX wB97M-V def2-TZVPD def2/J DEFGRID3
* xyz 1 3
C 1.275 1.175 -0.098
C -0.843 0.224 -0.070
C 1.436 -0.303 -0.107
C -2.197 0.026 -0.074
C 0.110 -0.863 -0.107
N -0.113 1.467 -0.158
H 2.085 1.769 0.104
H 2.336 -0.741 -0.750
H 1.692 -0.647 1.003
H -3.074 0.690 0.128
H -2.520 -0.988 -0.099
H -0.186 -1.809 0.228
*
```


Going by the computed energies, the most stable comes first: x, w.


w.
A gas-phase ion, C3F10N (charge +1), computed with ωB97M-V/def2-TZVPD.

Frontier orbital gap in hartree: 0.54163
HOMO energy in Eh: -0.724

```
! RIJCOSX wB97M-V def2-TZVPD def2/J DEFGRID3
* xyz 1 1
C -1.378 -0.789 -0.137
C 1.247 -0.744 -0.043
C 0.048 1.642 -0.116
N -0.098 -0.090 0.309
F -1.641 -1.787 0.695
F -2.321 0.072 -0.064
F -1.173 -1.258 -1.358
F 1.604 -0.451 -1.295
F 2.185 -0.281 0.717
F 1.183 -2.030 0.124
F 1.349 1.746 -0.176
F -0.527 1.806 -1.224
F -0.365 2.258 0.867
F -0.112 -0.093 1.700
*
```


x.
2 unconnected molecules or ions with the total composition C3F10N, computed with ωB97M-V/def2-TZVPD.

Frontier orbital gap (alpha / beta) in hartree: 0.31693 / 0.31850
HOMO energy (alpha / beta) in Eh: -0.733 / -0.734

```
! RIJCOSX wB97M-V def2-TZVPD def2/J DEFGRID3
* xyz 1 1
C -1.122 0.998 0.413
C -0.358 -1.368 0.066
C 1.290 0.497 -0.855
N 0.108 0.039 0.154
F -1.989 0.218 0.960
F -0.721 1.933 1.209
F -1.456 1.467 -0.762
F -1.509 -1.519 -0.577
F 0.431 -2.074 -0.614
F -0.537 -1.645 1.340
F 1.002 0.147 -2.095
F 1.394 1.729 -0.722
F 2.244 -0.316 -0.438
F 1.224 -0.103 1.921
*
```


Going by the computed energies, the most stable comes first: w, x.